[1]
Formula: C2H4N2OS
Source: the OMol25 dataset
Level of theory: ωB97M-V with the def2-TZVPD basis set

Results
Gap between HOMO and LUMO, eV: 9.55

CARTESIAN COORDINATES (ANGSTROEM)
C  0.108  0.215  -0.176
C  -1.139  -1.909  -0.321
N  -0.221  1.514  -0.446
N  1.121  0.139  0.700
O  -1.263  -1.928  -1.504
S  -1.180  -2.408  1.159
H  -1.058  1.743  -0.838
H  0.292  2.250  -0.044
H  1.788  -0.602  0.593
H  1.552  0.985  0.876

[2]
Formula: C2H4N2OS
Source: the OMol25 dataset
Level of theory: ωB97M-V with the def2-TZVPD basis set

Results
Gap between HOMO and LUMO, eV: 10.33
Structure (SMILES): [H]/N=C(/N)SC=O

CARTESIAN COORDINATES (ANGSTROEM)
H  -1.245  -1.201  -0.810
N  -1.267  -0.313  -1.167
C  -0.489  0.574  -0.708
N  -0.429  1.870  -1.249
S  0.924  0.421  0.465
C  0.605  -1.226  1.238
O  -0.276  -1.975  0.942
H  -0.240  2.618  -0.622
H  -1.223  2.055  -1.866
H  1.313  -1.392  2.044

[3]
Formula: C2H4N2OS2
Source: the OMol25 dataset
Level of theory: ωB97M-V with the def2-TZVPD basis set

Results
Gap between HOMO and LUMO, eV: 8.13
Structure (SMILES): O/N=C(\C=S)NS

CARTESIAN COORDINATES (ANGSTROEM)
O  2.206  -0.565  0.163
N  1.011  -0.943  -0.477
C  0.110  -0.021  -0.297
C  0.502  1.258  0.271
S  0.011  2.649  -0.290
N  -1.137  -0.334  -0.639
S  -2.472  0.051  0.100
H  2.640  -1.327  0.148
H  1.083  1.369  1.301
H  -1.464  -1.091  -1.356
H  -2.489  -1.046  1.074

[4]
Formula: C2H4N2OS2
Source: the OMol25 dataset
Level of theory: ωB97M-V with the def2-TZVPD basis set

Results
Gap between HOMO and LUMO, eV: 8.05
Structure (SMILES): O=C/C(=N\S)NS

CARTESIAN COORDINATES (ANGSTROEM)
O  0.000  2.511  -0.053
C  -0.660  1.500  -0.027
C  0.035  0.152  -0.080
N  -0.589  -0.951  -0.257
S  -2.250  -1.109  -0.012
N  1.392  0.220  -0.136
S  2.352  -1.132  -0.095
H  -1.752  1.552  -0.081
H  -2.297  -2.429  -0.330
H  1.756  1.179  -0.110
H  2.013  -1.492  1.182

[5]
Formula: C2H4N2OS3
Source: the OMol25 dataset
Level of theory: ωB97M-V with the def2-TZVPD basis set

Results
Gap between HOMO and LUMO, eV: 7.62

CARTESIAN COORDINATES (ANGSTROEM)
C  0.095  -0.425  0.159
C  -1.092  1.553  -0.359
H  2.547  -2.190  1.201
H  0.589  0.911  2.018
H  -0.937  -2.039  -1.687
H  -0.630  2.230  0.818
N  0.982  0.447  0.837
N  -0.969  0.111  -0.542
O  0.378  -1.683  0.176
S  2.651  -0.302  1.210
S  -1.771  -0.945  -2.018
S  -1.844  2.334  -1.815

[6]
Formula: C2H4N2OS3
Source: the OMol25 dataset
Level of theory: ωB97M-V with the def2-TZVPD basis set

Results
Gap between HOMO and LUMO, eV: 8.31
Structure (SMILES): S=CNOC(=S)NS

CARTESIAN COORDINATES (ANGSTROEM)
S  1.701  1.684  0.979
C  1.039  0.267  1.593
N  -0.337  -0.141  1.167
O  -1.127  0.776  0.405
C  -1.322  0.382  -0.927
S  -2.691  0.802  -1.706
N  -0.474  -0.570  -1.497
S  1.158  -1.174  -0.779
H  1.476  -0.531  2.303
H  -0.857  -0.324  2.162
H  -0.714  -0.973  -2.325
H  2.148  -0.198  -1.374

[7]
Formula: C2H4N2P2
Source: the OMol25 dataset
Level of theory: ωB97M-V with the def2-TZVPD basis set

Results
Gap between HOMO and LUMO (spin up / spin down), eV: 6.87 / 6.87

CARTESIAN COORDINATES (ANGSTROEM)
C  0.758  -1.148  0.121
C  -0.560  1.841  -0.452
N  -0.498  -1.171  0.540
N  -1.457  1.178  -0.096
P  1.650  -0.010  -0.827
P  -1.872  -0.522  -0.075
H  1.443  -1.700  0.738
H  0.249  2.189  -0.891
H  2.775  -0.305  -0.104
H  -2.488  -0.352  1.047

[8]
Formula: C2H4N2S
Source: the OMol25 dataset
Level of theory: ωB97M-V with the def2-TZVPD basis set

Results
Gap between HOMO and LUMO, eV: 9.25
Structure (SMILES): C=NC(N)=S

CARTESIAN COORDINATES (ANGSTROEM)
C  -0.861  -0.374  1.427
N  -0.144  -0.855  0.511
C  0.030  -0.039  -0.761
N  1.269  0.388  -0.849
S  -1.266  0.228  -1.768
H  -1.209  -1.187  2.036
H  -1.267  0.607  1.363
H  2.125  0.089  -0.437
H  1.323  1.144  -1.522

The records above give, respectively, relative energy (zero: lowest compared OMol25 entry of this formula, charge and spin) values of 218.3; 133.9; 436.6; 171.6; 693.4; 404.2; 275.5; 86.2 kJ/mol.